w:
Here is a cluster of 6 separate species, C18H18F6O18 in total from OMol25. Energies are from ωB97M-V/def2-TZVPD.

Geometry (Å):
C  -5.937  -22.102  -17.318
O  -12.896  -23.483  -22.091
O  2.594  -22.632  -13.120
C  3.381  -22.684  -11.979
C  -12.753  -24.573  -22.568
H  -7.761  -16.567  -12.268
O  -3.782  -17.761  -13.143
C  -3.536  -18.385  -24.360
C  2.048  -21.356  -13.283
O  4.149  -23.594  -11.658
H  1.522  -20.148  -11.457
H  3.031  -19.727  -12.219
C  -14.583  -29.249  -16.154
O  -5.487  -18.791  -12.024
H  -15.173  -29.098  -14.133
O  -1.686  -17.063  -23.721
C  -7.174  -17.369  -12.715
C  -4.938  -17.800  -12.660
F  -1.166  -19.017  -24.769
O  -13.727  -25.910  -15.864
O  -2.889  -15.103  -23.673
O  -5.876  -16.963  -13.064
O  3.062  -21.567  -11.260
C  -2.835  -16.320  -23.904
H  -1.885  -18.927  -22.885
C  2.373  -20.567  -11.994
C  -6.866  -18.384  -11.686
H  -4.309  -19.067  -24.008
H  -13.819  -29.703  -16.785
H  -7.079  -17.960  -10.704
H  -11.247  -26.651  -24.475
O  -3.922  -17.082  -23.970
H  -8.757  -20.652  -17.993
O  -13.853  -25.360  -22.989
H  -7.796  -17.766  -13.517
C  -8.099  -21.503  -17.819
F  -7.615  -19.472  -11.798
C  -13.950  -27.133  -15.668
H  -11.588  -27.091  -22.813
C  -14.239  -29.195  -14.688
F  -6.985  -20.978  -19.834
O  -6.161  -22.542  -18.550
C  -13.398  -26.314  -23.849
H  -8.007  -22.750  -19.585
H  -13.792  -30.118  -14.318
O  -14.785  -27.889  -16.458
O  -11.569  -25.109  -22.975
C  -2.005  -18.505  -23.883
O  -13.506  -27.954  -14.562
C  -7.335  -22.042  -19.098
O  -4.890  -22.095  -16.714
H  0.960  -21.391  -13.337
O  -6.991  -21.309  -16.994
C  -11.828  -26.372  -23.596
H  -3.690  -18.270  -25.433
H  -13.658  -25.987  -24.856
H  -8.690  -22.318  -17.400
F  -15.658  -29.929  -16.514
F  -13.864  -27.505  -23.482
F  2.754  -20.913  -14.317

Calculated values
Kohn-Sham gap ... 11.08 eV
Spin multiplicity ... 1
SMILES ... O=C1OC[C@@H](F)O1.O=C1OC[C@@H](F)O1.O=C1OC[C@@H](F)O1.O=C1OC[C@@H](F)O1.O=C1OC[C@@H](F)O1.O=C1OC[C@@H](F)O1

x:
Here is a cluster of 6 separate species, C18H18F6O18 in total from OMol25. Energies are from ωB97M-V/def2-TZVPD.

Geometry (Å):
O  -1.577  -0.968  -0.892
F  -4.925  3.634  -3.835
H  -3.244  4.122  -1.940
O  0.567  0.480  3.834
O  1.484  1.057  -1.736
H  1.621  2.970  -4.015
C  2.762  1.455  -1.745
H  2.276  4.325  4.409
C  -3.410  -4.312  2.365
H  -0.112  -0.178  0.344
H  -2.089  -1.879  1.704
C  1.911  1.943  -3.794
C  -2.065  -5.033  0.768
C  2.189  3.364  4.916
C  3.463  -2.550  -0.447
O  3.531  1.411  -0.814
C  -3.446  -5.804  2.283
O  -2.831  -0.209  0.768
H  2.253  1.489  -4.725
O  4.439  -2.025  0.370
O  -2.299  -5.977  1.457
C  -2.973  3.144  -2.338
C  5.281  -1.165  -0.416
C  -2.767  -0.284  -0.576
O  0.129  2.250  5.096
C  -1.781  -0.909  1.313
H  6.319  -1.477  -0.295
C  0.863  1.614  4.228
F  5.668  -1.965  -2.763
O  -2.397  -4.012  1.433
O  2.532  -3.297  -0.096
F  0.256  4.482  5.131
H  -4.357  -3.874  2.050
C  0.863  3.458  5.649
C  -3.966  2.709  -3.465
H  -3.414  -6.210  3.294
H  -1.480  -0.385  2.220
H  -4.550  1.843  -3.156
O  -1.489  -4.998  -0.350
O  -3.652  0.154  -1.372
H  -4.372  -6.076  1.777
H  4.627  -0.373  -2.287
C  0.884  1.205  -2.991
H  0.021  1.863  -2.890
F  0.706  0.084  -3.510
C  -1.871  2.902  -4.273
O  1.979  2.288  3.973
O  3.039  2.023  -2.963
O  3.745  -2.183  -1.805
O  -3.130  2.420  -4.533
C  -0.790  -1.021  0.206
H  1.108  3.496  6.710
O  -1.876  3.464  -3.080
F  0.055  -2.020  0.189
H  3.049  3.353  5.587
H  5.230  -0.113  -0.135
H  -2.743  2.532  -1.466
C  4.876  -1.361  -1.901
O  -0.886  2.990  -5.047
F  -3.230  -3.865  3.576

Calculated values
Kohn-Sham gap ... 10.79 eV
Spin multiplicity ... 1
SMILES ... O=C1OC[C@@H](F)O1.O=C1OC[C@@H](F)O1.O=C1OC[C@@H](F)O1.O=C1OC[C@@H](F)O1.O=C1OC[C@@H](F)O1.O=C1OC[C@@H](F)O1

Pick the least stable structure from those above. Pick: x